{"formula": "C11H18N2", "method": "the ωB97M-V functional and the def2-TZVPD basis", "species": ["C", "C", "C", "C", "C", "C", "C", "C", "C", "C", "C", "N", "N", "H", "H", "H", "H", "H", "H", "H", "H", "H", "H", "H", "H", "H", "H", "H", "H", "H", "H"], "xyz": [[-0.2544, 0.7471, -1.6540], [-0.1289, 2.1419, 0.2809], [-1.7824, -1.3316, -0.5697], [-2.9340, 0.9000, -0.1965], [-1.5724, -0.2624, 1.7250], [2.7707, 1.1359, 0.0263], [2.1561, -1.0353, -1.2910], [1.5940, -0.8178, 1.1781], [-0.5149, 0.8758, -0.2765], [-1.6275, 0.0035, 0.2075], [2.0326, -0.2017, -0.0461], [-0.0823, 0.4091, -2.7615], [0.4029, 3.1349, 0.5787], [-1.7995, -1.2304, -1.6635], [-2.7130, -1.8124, -0.2002], [-1.0207, -2.0348, -0.2593], [-2.5557, 1.8601, -0.0706], [-3.2027, 0.6259, -1.2140], [-3.7605, 0.4523, 0.4604], [-0.8366, -0.9503, 1.9780], [-1.4603, 0.6176, 2.3692], [-2.6024, -0.7043, 2.0375], [2.1053, 1.9495, 0.4046], [3.7900, 1.0099, 0.5228], [3.0835, 1.3882, -1.0367], [2.1762, -2.1002, -1.0960], [1.1797, -0.7620, -1.9182], [2.9929, -0.8570, -2.0434], [0.6997, -1.5190, 1.1148], [2.3659, -1.5272, 1.3884], [1.4991, -0.1052, 2.0249]], "atomic_forces_ev_per_a": [[-0.269, -0.086, -0.740], [0.332, -0.182, -0.305], [-0.329, 0.029, 1.019], [-0.015, -4.490, 1.513], [-3.464, 0.602, -0.087], [0.544, -0.738, -1.834], [-0.703, 1.035, -0.936], [-1.499, -0.958, 1.358], [2.345, 0.150, -0.848], [-2.003, 0.615, -0.407], [0.626, 1.252, -2.090], [-0.006, 0.437, 0.847], [-0.733, -0.664, 0.093], [-0.012, 0.033, 0.487], [0.267, 0.410, -0.444], [0.526, -0.222, -0.228], [-0.715, 2.026, 0.345], [0.162, 0.494, -0.179], [0.831, 1.510, -0.701], [1.145, -1.205, 0.511], [0.124, 0.117, -0.438], [1.716, 0.545, -0.490], [0.967, -0.549, 0.226], [-1.530, 0.172, 0.059], [-0.576, -0.080, 1.158], [-0.422, -0.223, 0.263], [1.547, -0.597, 0.705], [-0.898, 0.458, 1.360], [1.084, 1.194, -0.245], [1.029, -0.559, 0.627], [-0.074, -0.527, -0.598]], "mulliken_charge": [0.20, -0.09, -1.74, -1.48, -1.69, -1.28, -1.24, -1.29, 0.44, 1.76, 1.28, -0.77, -0.75, 0.46, 0.43, 0.33, 0.43, 0.38, 0.37, 0.46, 0.34, 0.39, 0.32, 0.36, 0.34, 0.36, 0.24, 0.36, 0.19, 0.57, 0.28], "max_force_ev_per_a": 4.7, "relative_energy_ev": 3.7413, "energy_ha": -539.2926, "e_lumo_ha": [-0.0359, -0.0359]}


{"formula": "C11H18N2S", "method": "the ωB97M-V functional and the def2-TZVPD basis", "species": ["C", "C", "S", "C", "C", "C", "C", "C", "C", "C", "N", "N", "C", "C", "H", "H", "H", "H", "H", "H", "H", "H", "H", "H", "H", "H", "H", "H", "H", "H", "H", "H"], "xyz": [[0.6555, -1.8181, -2.7866], [-0.1861, -1.7469, -1.7055], [-1.1473, -3.1988, -1.4045], [-2.5961, -2.3226, -0.8367], [-0.1358, -0.6728, -0.7543], [0.4509, 0.6363, -1.1985], [-0.0465, 1.8384, -0.3032], [-1.5295, 1.9579, -0.5009], [0.7512, 2.6388, 0.4158], [2.1916, 2.5396, 0.6101], [-0.4891, -0.9440, 0.4399], [-0.3769, -0.0707, 1.4122], [0.3332, -0.2406, 2.4739], [1.0315, -1.5636, 2.7547], [0.5540, -2.6584, -3.4428], [1.2710, -1.1248, -3.2570], [-3.3970, -2.8731, -0.2611], [-2.9703, -1.8663, -1.6391], [-2.4738, -1.5181, -0.1005], [1.5065, 0.5249, -1.0080], [0.0763, 0.8293, -2.1586], [-1.6684, 3.0292, -0.7329], [-1.8517, 1.4941, -1.4609], [-1.9499, 1.5975, 0.4249], [0.3077, 3.5365, 0.8508], [2.3598, 1.7972, 1.4900], [2.6338, 3.4205, 1.0379], [2.7693, 2.1358, -0.1779], [0.3120, 0.4199, 3.3361], [0.8270, -1.8677, 3.7273], [2.0947, -1.5306, 2.5768], [0.6923, -2.3789, 2.1786]], "atomic_forces_ev_per_a": [[-2.535, -0.934, 1.074], [1.621, -1.206, -2.571], [0.016, 0.085, 0.888], [-0.779, -1.057, 4.083], [0.139, 0.989, 0.931], [0.081, 0.816, 3.733], [0.982, -1.319, -1.553], [0.865, 1.741, -0.908], [-1.664, 0.588, -1.312], [0.561, -1.887, 3.072], [0.602, -1.317, 0.292], [0.320, 2.105, 2.080], [-0.560, -2.462, -1.259], [0.470, 1.288, -1.078], [-0.176, -0.687, -0.011], [1.163, 1.711, 0.258], [0.982, -0.372, -1.234], [-2.052, 1.566, -3.286], [0.862, -0.401, -0.294], [0.675, 0.158, -0.969], [0.349, 0.288, -1.662], [-0.693, -0.237, 0.767], [0.015, -0.299, 1.062], [-0.970, -0.030, -0.129], [-0.239, -0.301, 0.122], [-0.156, 0.741, -1.180], [0.169, 0.669, -0.351], [0.543, -0.179, -1.048], [-0.374, 0.589, -0.590], [-0.006, -0.201, 2.102], [0.527, 0.186, 0.223], [-0.737, -0.629, -1.252]], "mulliken_charge": [-1.12, 0.50, -0.13, -0.87, 1.02, -1.41, 0.89, -1.49, -0.32, -1.20, -0.40, -0.42, -0.11, -1.24, 0.31, 0.36, 0.37, 0.38, 0.24, 0.40, 0.49, 0.45, 0.27, 0.27, 0.38, 0.16, 0.37, 0.36, 0.45, 0.42, 0.26, 0.37], "max_force_ev_per_a": 4.3, "relative_energy_ev": 3.8702, "smiles": "C=C(SC)/C(C/C(C)=C\\C)=N/N=C\\C", "energy_ha": -937.4741, "e_lumo_ha": 0.0136}


{"formula": "C11H18N2S", "method": "the ωB97M-V functional and the def2-TZVPD basis", "species": ["C", "C", "C", "C", "C", "C", "C", "C", "C", "C", "N", "N", "C", "S", "H", "H", "H", "H", "H", "H", "H", "H", "H", "H", "H", "H", "H", "H", "H", "H", "H", "H"], "xyz": [[0.9733, 2.1157, -0.1834], [0.0483, 1.1060, 0.4231], [-0.2568, 1.6780, 1.8296], [-1.3026, 0.9859, -0.3130], [-0.9801, 0.6939, -1.8244], [-0.3639, -0.7553, -1.8699], [-0.4267, -1.1962, -0.4055], [-0.4005, -2.7245, -0.2529], [-1.6538, -0.4157, 0.1510], [0.7140, -0.3305, 0.4838], [0.6190, -0.9503, 1.7943], [1.5889, -1.5541, 2.1894], [2.7799, -1.3747, 1.5557], [2.5509, -0.4968, -0.0311], [1.7023, 2.4666, 0.5504], [0.3562, 2.9378, -0.5250], [1.5167, 1.9362, -1.1110], [-0.6102, 2.7949, 1.8111], [0.5909, 1.7557, 2.5361], [-0.9544, 1.0484, 2.2955], [-2.0603, 1.7452, -0.0711], [-0.1990, 1.4060, -2.2723], [-1.8280, 0.7666, -2.5118], [-1.0271, -1.4881, -2.3332], [0.5074, -0.7202, -2.4009], [0.5584, -3.1158, -0.2552], [-1.0461, -3.0883, -0.9133], [-0.9313, -3.0457, 0.6922], [-1.7551, -0.5760, 1.2148], [-2.5318, -0.7545, -0.2809], [3.5170, -0.7461, 2.0431], [3.2152, -2.3152, 1.2787]], "atomic_forces_ev_per_a": [[0.569, 1.260, -0.830], [0.964, 1.151, 1.027], [0.699, 2.186, 0.095], [1.019, -1.751, -0.815], [0.998, 0.922, -0.956], [-3.413, 0.786, 1.883], [1.747, 1.021, 1.347], [-0.723, 2.854, 4.458], [0.965, -0.679, -0.035], [-1.071, -0.508, -1.621], [-1.007, 0.132, -0.702], [-1.221, -0.261, 2.999], [2.920, 0.469, -3.003], [-2.056, 0.317, -0.020], [-0.047, 0.054, -0.156], [-0.235, 0.683, 0.437], [0.125, -0.930, 0.137], [0.236, -2.131, -0.391], [0.072, -0.437, -0.609], [-1.268, -0.490, 0.849], [0.558, -0.054, -0.242], [-1.228, -0.758, 0.819], [-0.175, 0.040, 0.388], [-0.115, 0.348, -0.561], [2.685, -0.366, -0.872], [1.808, -0.921, -0.355], [-2.111, -1.854, -3.484], [0.973, 0.520, -0.419], [0.100, 0.191, 0.321], [-1.935, -0.819, -1.063], [-0.188, -0.344, 0.994], [0.354, -0.629, 0.378]], "mulliken_charge": [-2.18, 1.61, -1.80, -0.11, -0.77, -1.18, 1.50, -2.08, -1.58, 0.34, 0.29, -0.95, -0.52, -0.18, 0.43, 0.50, 0.44, 0.34, 0.41, 0.43, 0.49, 0.33, 0.41, 0.33, 0.42, 0.36, 0.67, 0.38, 0.39, 0.51, 0.42, 0.35], "max_force_ev_per_a": 5.3, "relative_energy_ev": 1.9311, "smiles": "CC1(C)[C@H]2CC[C@](C)(C2)[C@]12N=NCS2", "energy_ha": -937.5454, "e_lumo_ha": 0.0255}


{"formula": "C11H18N4", "method": "the ωB97M-V functional and the def2-TZVPD basis", "species": ["H", "N", "C", "C", "C", "C", "C", "C", "C", "N", "N", "C", "N", "C", "C", "C", "H", "H", "H", "H", "H", "H", "H", "H", "H", "H", "H", "H", "H", "H", "H", "H", "H"], "xyz": [[-2.9099, 0.1097, -0.9776], [-1.9320, 0.0533, -1.3044], [-1.1247, 0.2543, -0.3945], [0.3184, 0.4016, -0.8209], [1.3332, 1.0399, -0.1495], [2.6389, 1.0874, -0.7164], [2.7369, 0.7526, -2.0919], [1.6785, 0.0615, -2.7522], [1.9894, -0.4423, -4.0966], [0.5484, -0.1479, -2.0873], [-1.4125, 0.3000, 0.9435], [-2.4035, 1.4739, 1.4571], [-2.6241, 1.5886, 2.7200], [-1.0676, -0.8377, 1.8769], [0.0752, -0.4431, 3.0320], [-0.6703, -2.0581, 1.1227], [1.1234, 1.5264, 0.8362], [3.4692, 1.4791, -0.1257], [3.6275, 0.9347, -2.7160], [1.9416, 0.2646, -4.8777], [2.9554, -0.9493, -4.1135], [1.1785, -1.2973, -4.2407], [-0.3758, -0.4424, -2.4915], [-2.6925, 2.0974, 0.6499], [-3.4018, 2.1323, 3.1041], [-2.4160, 0.9193, 3.5176], [-1.9397, -1.2165, 2.3644], [-0.3504, 0.2336, 3.6439], [0.1989, -1.5492, 3.2919], [1.0126, -0.3523, 2.5561], [0.3259, -1.7274, 0.6889], [-1.3016, -2.2964, 0.2924], [-0.5292, -2.9502, 1.8587]], "atomic_forces_ev_per_a": [[0.412, -0.728, -0.379], [-2.184, 0.608, -1.493], [2.101, 0.104, -0.328], [0.541, -0.464, -0.880], [-0.109, -0.161, 0.850], [-0.862, 0.194, -1.920], [-0.034, -0.178, 1.458], [1.766, 1.299, 0.909], [-2.629, -3.849, 0.389], [-1.258, 1.116, 1.168], [-4.082, 4.359, 4.687], [5.067, -5.918, -0.920], [-1.376, -0.865, 1.733], [1.304, 1.348, 1.334], [-1.785, -6.132, -4.571], [3.133, -0.428, 0.172], [0.279, -0.739, -0.956], [-0.199, -0.008, -0.410], [-0.351, -0.178, 0.768], [-0.218, 0.948, -0.808], [-0.032, 0.199, 0.088], [1.698, 1.688, -0.452], [1.128, -0.173, -0.177], [-0.637, 0.869, -0.232], [0.256, 0.765, -0.817], [0.533, 0.417, -1.945], [-1.164, 0.864, 0.759], [-0.422, 2.030, 2.568], [-0.315, 1.747, 1.403], [0.995, 1.389, -0.476], [-0.669, -1.334, 0.263], [-0.621, -0.387, -0.224], [-0.268, 1.597, -1.565]], "mulliken_charge": [0.36, -0.62, 0.07, -0.03, -0.06, -0.70, -0.54, 0.70, -1.21, -0.02, 0.34, 0.01, -0.24, -0.39, -1.07, -1.46, 0.47, 0.46, 0.43, 0.32, 0.43, 0.32, 0.36, 0.49, 0.33, 0.28, 0.61, 0.44, 0.37, 0.38, 0.35, 0.40, 0.39], "max_force_ev_per_a": 7.9, "charge": 2, "relative_energy_ev": 2.2401, "smiles": "[H]/N=C(c1cccc(C)[nH+]1)\\[N+](=C\\N)C(C)C", "energy_ha": -648.2820, "e_lumo_ha": -0.2856}


{"formula": "C11H18N4O3", "method": "the ωB97M-V functional and the def2-TZVPD basis", "species": ["C", "C", "C", "C", "C", "C", "C", "C", "C", "C", "C", "H", "H", "H", "H", "H", "H", "H", "H", "H", "H", "H", "H", "H", "H", "H", "H", "H", "H", "N", "N", "N", "N", "O", "O", "O"], "xyz": [[-2.6387, -0.2245, -0.6150], [-1.0757, -0.3478, -0.4949], [-3.1266, 0.4766, 0.6144], [-2.8643, -0.6013, 1.7773], [-4.6425, 0.8423, 0.2786], [1.2152, 0.9495, -0.0764], [1.5686, 2.4276, -0.1400], [1.9240, -0.0083, -1.0827], [3.2410, -0.5942, -0.5288], [4.0069, -1.7801, -0.4876], [4.8928, -0.3766, 0.8809], [-2.0691, -2.4204, -0.9061], [-3.9496, -1.4191, -2.0757], [-2.8070, 0.3541, -1.4991], [-2.3546, 1.3037, 0.7255], [-3.5277, -1.4925, 1.4065], [-3.0627, -0.2759, 2.8041], [-1.8049, -1.1453, 1.7211], [-4.7066, 1.4346, -0.7063], [-4.7333, 1.5238, 1.1644], [-5.1881, -0.0995, 0.1865], [-0.7340, 1.6762, -0.7431], [1.4884, 0.4929, 0.9517], [1.3103, -0.8936, -1.1921], [2.1631, 0.6434, -1.9188], [3.9381, -2.7655, -1.1437], [5.7643, 0.2342, 1.3431], [5.7847, -2.3336, 0.3055], [3.3219, 2.0197, 0.4987], [-3.1672, -1.6318, -0.8497], [-0.2390, 0.7846, -0.3657], [3.8728, 0.2862, 0.3968], [5.0261, -1.6309, 0.4655], [-0.5661, -1.4851, -0.2565], [0.9323, 3.3180, -0.7122], [2.8073, 2.7588, 0.2737]], "atomic_forces_ev_per_a": [[2.665, -1.996, -1.655], [3.175, -1.577, 1.930], [0.982, -1.238, 0.063], [-0.146, -1.933, -1.710], [2.661, 1.610, 0.896], [-1.322, -2.851, 1.365], [0.946, 2.341, -2.016], [2.090, -0.245, 0.638], [1.418, 0.339, 1.993], [-2.075, -0.970, -1.993], [3.069, 3.452, 1.500], [-3.937, 3.364, -0.290], [3.334, -1.370, 4.195], [-0.280, 0.654, -0.462], [-1.739, -0.261, 0.173], [0.816, 1.570, 1.339], [-0.142, -0.076, -0.372], [-2.030, 1.794, 0.146], [0.163, -0.818, 1.588], [-1.707, -0.631, -0.874], [-0.271, 0.442, 0.517], [1.577, -1.825, 1.067], [-0.812, 1.107, -1.278], [-0.567, 0.438, -0.806], [-0.271, -0.694, -0.793], [0.023, 2.370, 1.784], [-1.751, -1.622, -0.193], [-0.511, 1.660, 1.205], [1.404, -2.630, 0.747], [0.404, -0.262, -3.491], [-3.271, 1.886, -1.372], [0.238, -1.830, -0.708], [-0.821, -1.943, -3.048], [-1.059, 2.066, -0.975], [0.106, -2.388, 1.449], [-2.356, 2.065, -0.558]], "mulliken_charge": [-0.35, 0.05, 0.35, -1.14, -1.28, 0.06, 0.26, -0.51, 0.00, -0.54, -0.41, 0.36, 0.28, 0.73, 0.43, 0.31, 0.36, 0.23, 0.28, 0.41, 0.30, 0.35, 0.38, 0.38, 0.26, 0.29, 0.31, 0.32, 0.63, -0.77, -0.15, -0.24, -0.09, -0.74, -0.59, -0.55], "max_force_ev_per_a": 5.5, "relative_energy_ev": 6.9376, "energy_ha": -874.5073, "e_lumo_ha": 0.0163}


{"formula": "C11H18N8NiO4", "method": "the ωB97M-V functional and the def2-TZVPD basis", "species": ["Ni", "O", "C", "O", "C", "C", "C", "C", "C", "N", "C", "O", "O", "H", "H", "H", "H", "H", "N", "C", "C", "C", "N", "H", "H", "H", "H", "H", "H", "H", "H", "H", "H", "N", "N", "N", "C", "N", "N", "H", "H", "H"], "xyz": [[0.1575, -0.1802, -0.5169], [-3.0972, -0.1262, 2.3801], [-2.0379, -0.1647, 1.6082], [-2.0452, -0.3322, 0.4061], [-0.7478, 0.0092, 2.3668], [-0.6345, 0.1761, 3.7398], [0.6399, 0.3160, 4.2721], [1.7487, 0.2847, 3.4305], [1.5368, 0.1131, 2.0723], [0.3117, -0.0200, 1.5706], [2.5803, 0.0529, 0.9831], [3.8540, 0.1388, 1.2562], [2.2202, -0.0802, -0.1748], [-3.9079, -0.2531, 1.8571], [-1.5162, 0.1949, 4.3647], [0.7740, 0.4489, 5.3369], [2.7395, 0.3957, 3.8514], [4.0576, 0.2357, 2.1972], [-0.0625, -2.2489, -0.5566], [0.8892, -3.0023, -1.4160], [0.7768, -2.5737, -2.8697], [1.2694, -1.1667, -3.1619], [0.3895, -0.1250, -2.5689], [-0.0329, -2.6289, 0.3853], [-1.0090, -2.4327, -0.8835], [0.6969, -4.0724, -1.3302], [1.8969, -2.8128, -1.0430], [-0.2554, -2.6938, -3.2173], [1.3730, -3.2655, -3.4663], [1.3386, -1.0151, -4.2395], [2.2669, -1.0250, -2.7436], [-0.5160, -0.1297, -3.0331], [0.7860, 0.7883, -2.7755], [-3.3028, 3.3412, -1.7774], [-2.1346, 2.9862, -1.1409], [-1.7481, 3.5742, -0.0308], [-0.6729, 2.8650, 0.2735], [-0.4432, 1.8951, -0.6140], [-1.4137, 1.9897, -1.5247], [-3.4640, 4.3301, -1.6170], [-3.2238, 3.1198, -2.7637], [-0.0382, 3.0935, 1.1132]], "atomic_forces_ev_per_a": [[-0.114, 0.107, 0.054], [-0.025, 0.002, -0.031], [0.053, -0.034, 0.133], [0.018, 0.038, -0.049], [0.021, -0.006, -0.056], [-0.015, -0.002, -0.026], [0.042, 0.000, -0.030], [-0.054, -0.001, 0.026], [-0.023, -0.004, 0.009], [-0.002, -0.030, -0.012], [-0.017, 0.011, -0.026], [0.004, 0.000, 0.048], [0.059, 0.020, 0.020], [-0.009, 0.005, 0.014], [0.007, 0.001, 0.005], [-0.005, -0.001, 0.006], [0.002, 0.001, 0.004], [0.009, -0.003, -0.013], [0.103, 0.015, 0.036], [0.007, -0.003, -0.047], [0.023, -0.012, -0.005], [0.027, -0.011, 0.002], [-0.072, -0.013, 0.053], [0.015, -0.035, 0.006], [-0.029, 0.000, 0.007], [0.006, 0.003, -0.005], [-0.004, -0.001, -0.003], [-0.008, -0.011, -0.005], [-0.012, 0.003, -0.010], [0.005, -0.015, 0.001], [-0.006, 0.006, -0.007], [0.018, -0.022, -0.040], [-0.023, 0.026, -0.018], [0.095, -0.059, 0.090], [-0.163, 0.143, 0.029], [0.024, 0.004, -0.176], [0.199, 0.134, 0.115], [-0.282, -0.193, -0.158], [0.182, -0.039, 0.028], [-0.004, -0.004, -0.020], [0.005, 0.036, 0.004], [-0.057, -0.055, 0.048]], "mulliken_spin": [1.74, 0.00, 0.00, 0.02, 0.00, 0.00, 0.00, 0.00, -0.01, 0.03, 0.01, 0.00, 0.03, 0.00, 0.00, 0.00, 0.00, 0.00, 0.08, -0.01, 0.00, -0.01, 0.08, 0.00, 0.00, 0.00, 0.00, 0.00, 0.00, 0.00, 0.00, 0.00, 0.00, 0.00, 0.00, 0.00, 0.00, 0.03, 0.00, 0.00, 0.00, 0.00], "multiplicity": 3, "max_force_ev_per_a": 0.4, "charge": 2, "relative_energy_ev": 0.1647, "energy_ha": -2676.8286, "e_lumo_ha": [-0.2607, -0.2597]}